No. 1
DFT (ωB97M-V/def2-TZVPD) results for 4 unconnected molecules or ions with the total composition C42H44BF3NO17P.

Computed properties:
- Structure (SMILES): C#Cc1c2c(c(B(C)O)c(CP(=O)(O)O)c1-c1ccncc1)C(=O)c1cc(C=C)c(CCOCC)c(CCOCC)c1C2=O.O=C1OC[C@@H](F)O1.O=C1OC[C@@H](F)O1.O=C1OC[C@@H](F)O1
- Kohn-Sham gap: 8.1 eV

```
! RIJCOSX wB97M-V def2-TZVPD def2/J DEFGRID3
* xyz 0 1
P 3.1313 5.3765 -2.4315
F -8.0350 3.3231 -0.4698
F -6.4937 -3.2860 4.2241
F 6.3356 1.7341 1.9823
O -5.9843 0.8518 -3.5233
O -5.4023 -6.4184 3.3145
O 8.6302 -0.6833 2.8270
O 10.4847 0.1780 1.8831
O -7.4410 2.5511 -3.7659
O -0.6031 2.4246 2.5068
O 0.0468 -2.4334 -2.3257
O 8.4883 1.1913 1.5905
O -1.6445 -4.3821 1.8359
O 2.5180 6.8786 -2.5958
O -6.7110 1.9874 -1.7120
O 2.2731 -1.2692 1.2505
O 2.3146 4.2860 -3.3217
O 4.5124 5.4271 -2.9469
O -5.5842 -6.2699 1.0767
O -6.2948 -4.5740 2.3851
O 0.8168 5.3608 1.9912
N 7.3599 2.8828 -2.6265
C -6.6381 -4.5505 3.7581
C -2.7377 -3.2714 -0.1449
C -0.1407 1.7519 1.6131
C 3.1462 5.0118 -0.6262
C 7.1905 3.3041 -1.3739
C 1.0508 -2.6844 -1.3431
C 6.2703 2.3954 -3.2016
C -2.0080 -2.0248 0.3373
C 1.4677 -0.4425 0.8891
C 9.3194 0.2240 2.0829
C -0.9272 -0.1936 -2.5955
C -5.0660 -0.6469 -0.2822
C 1.4792 3.3846 0.4843
C -5.7416 -5.8000 2.1547
C -4.3059 -0.9788 0.7803
C 7.2892 -0.2053 2.9409
C 7.1718 0.6938 1.7409
C -8.1718 3.3413 -2.8288
C 3.9686 0.0767 -0.6153
C -2.7880 -0.9219 0.7602
C -2.2070 0.2864 1.1849
C 4.5473 -0.8509 -1.1475
C -1.5792 -6.8589 2.2190
C 1.9274 0.9719 0.4947
C -2.4282 -4.5802 0.6592
C 0.1978 -1.1871 -3.0048
C -7.2976 3.2712 -1.6059
C 5.9499 3.1897 -0.7388
C 1.1293 2.0749 0.8495
C 3.4994 2.5072 -0.5934
C 3.1021 1.2028 -0.2230
C 4.7972 2.6537 -1.3235
C 4.9903 2.2298 -2.6689
C -0.6952 5.0806 -0.0560
C -0.6107 -1.8789 0.3951
C -0.0371 -0.6654 0.8193
C -0.8255 0.4475 1.2029
C -6.6480 1.7094 -3.0506
C 2.6764 3.6045 -0.2276
C -0.8238 -5.5144 2.0684
C -5.6245 -5.4807 4.3698
C 0.3177 -3.0277 -0.0061
B 0.5387 4.6261 0.8592
H -0.8066 -7.6288 2.4318
H -0.5386 6.1376 -0.3626
H -1.8548 -0.7687 -2.4368
H -2.3913 -3.4507 -1.1847
H -4.8168 0.2564 -0.8561
H -2.0744 -7.2014 1.2938
H 6.8652 0.1850 0.8240
H 6.3920 2.0726 -4.2490
H -0.1948 -3.9930 -0.1214
H 6.5761 -1.0270 2.9206
H -4.8436 -1.3150 1.6862
H -0.6764 0.3510 -1.6682
H -5.9957 -5.9774 5.2640
H 1.2118 -0.7533 -2.9447
H -1.0674 0.5694 -3.3845
H -0.8007 4.4823 -0.9741
H -9.1541 2.8947 -2.6632
H -0.0829 -5.6520 1.2469
H -6.5128 4.0298 -1.5672
H 5.8754 3.5441 0.2996
H 0.0217 -1.4029 -4.0812
H -1.9362 -5.2995 -0.0298
H -0.2358 -5.3689 2.9937
H 1.7687 -1.8600 -1.2044
H 2.3334 7.0522 -3.5325
H 4.8744 -1.7532 -1.6385
H 4.2046 5.0920 -0.3199
H -2.8541 1.1177 1.4825
H 1.0314 -3.1666 0.8273
H -5.9520 -1.2290 -0.5650
H 7.1752 0.3384 3.8808
H -4.6876 -4.9740 4.6098
H 4.1605 1.7967 -3.2423
H 2.9795 3.5970 -3.4982
H -2.2674 -6.8911 3.0828
H 8.0277 3.7301 -0.8082
H 1.6063 -3.5975 -1.6453
H 0.4003 6.2295 1.8991
H -8.3040 4.3582 -3.1927
H -3.3886 -5.0789 0.9883
H -3.8275 -3.1643 -0.2037
H -7.6757 -4.8683 3.8811
H 2.6146 5.8271 -0.1051
H -1.6142 5.0737 0.5637
*
```


No. 2
DFT (ωB97M-V/def2-TZVPD) results for a molecular structure, C42H44Br2N8OS2Ti.

Computed properties:
- Kohn-Sham gap (alpha / beta): 6.0 / 6.7 eV

```
! RIJCOSX wB97M-V def2-TZVPD def2/J DEFGRID3
* xyz 2 3
Br 4.1456 4.7480 -2.6667
Br -3.1212 7.0370 -1.0967
Ti -0.8919 0.7456 -0.5812
S 0.7706 -1.7805 -2.1910
S 2.3072 1.1902 1.4139
O 0.0970 -1.1167 -0.9917
N -2.3935 -0.4637 0.0937
N -1.7231 2.6448 -0.9188
N -1.1803 1.2407 1.7003
N -2.0231 0.1632 -2.4811
N 0.7712 1.8467 -1.3553
N 3.3825 1.7297 3.8121
N 1.0560 -1.4325 2.3759
N 2.4267 -0.2066 3.8295
C 1.1141 -3.6529 4.0325
C -1.8321 0.5299 -3.7633
C 3.0385 2.2245 -2.0496
C -3.1458 -1.1515 -0.7852
C -1.6603 0.1287 2.2939
C -2.5681 5.2659 -1.0380
C 1.8020 -2.5086 4.3721
C 0.5455 3.1674 -1.4953
C -2.9910 -0.7435 -2.2149
C -0.6541 2.1975 2.4866
C -4.0373 -2.4963 0.9757
C -0.5058 2.0119 3.8523
C -2.6136 0.0164 -4.7905
C -3.8024 -1.2817 -3.1979
C -3.4690 4.2647 -0.7168
C 2.9705 0.0118 5.1017
C -4.0001 -2.1553 -0.3660
C 2.0075 1.4086 -1.6304
C -2.4344 -0.7808 1.4062
C 3.8946 -1.9322 -3.1580
C -0.7513 1.5162 -4.0892
C 1.5266 4.0617 -1.8668
C 1.7375 -1.4217 3.4949
C 3.5566 1.2129 5.0839
C -0.9180 0.8307 4.4376
C -0.8675 3.6149 -1.2457
C -0.6745 -5.1166 -1.1473
C 2.1372 -2.6697 -1.4635
C -1.2459 4.9426 -1.3076
C -3.6141 -0.8910 -4.5116
C 2.6886 0.8762 3.0252
C 0.3939 -3.6866 2.8435
C -1.5303 -0.1237 3.6468
C -3.2386 -1.8071 1.8709
C 3.8674 3.0340 3.3804
C -0.3074 -3.1116 -2.7305
C -2.9982 2.9677 -0.6667
C -0.2582 3.4965 1.8578
C 2.7959 3.5789 -2.1553
C -1.1720 -3.7628 -1.6428
C 0.4013 -2.5533 2.0566
C 3.1828 -3.1016 -2.4879
H -0.7035 1.6710 -5.1641
H 1.3249 5.1182 -1.9439
H 3.2167 -1.3105 -3.7461
H -2.4319 0.3470 -5.8035
H 0.0948 4.1871 2.6209
H -4.2376 -1.2878 -5.3017
H 0.5479 3.3532 1.1359
H -0.0629 2.8015 4.4432
H -1.3708 -5.5369 -0.4208
H 4.3741 2.9373 2.4238
H -0.9163 -2.6543 -3.5116
H -1.1164 3.9557 1.3642
H -0.7896 0.6668 5.4997
H 3.0386 3.7316 3.2687
H -2.1694 -3.8887 -2.0673
H -1.2868 -3.0664 -0.8101
H 0.2252 1.1648 -3.7521
H 4.0129 1.8059 -2.2553
H -4.6211 -2.6847 -1.0720
H 4.3746 -1.2959 -2.4100
H -0.5394 5.7221 -1.5438
H 2.8873 -0.6855 5.9085
H 0.3626 -3.8233 -3.2220
H -0.5884 -5.8335 -1.9651
H 4.5579 3.3946 4.1375
H 1.1468 -4.5119 4.6893
H -4.5797 -1.9859 -2.9469
H -1.8936 -1.0442 4.0775
H -0.1474 -2.5243 1.1219
H 2.3701 -2.4923 5.2857
H -4.6958 -3.2815 1.3206
H -3.6488 2.1421 -0.4050
H -4.5049 4.4803 -0.5003
H 3.9058 -3.7173 -1.9510
H 1.7088 -3.5050 -0.9123
H 2.5487 -1.9670 -0.7333
H -0.1501 -4.5698 2.5412
H 0.2988 -5.0564 -0.6596
H 4.0850 1.7430 5.8551
H 2.1830 0.3555 -1.4682
H -3.2684 -2.0506 2.9221
H -0.9422 2.4837 -3.6225
H 4.6735 -2.2857 -3.8312
H 2.7330 -3.7593 -3.2368
*
```


No. 3
DFT (ωB97M-V/def2-TZVPD) results for a molecular structure, C42H44ClN3P3Sc.

Computed properties:
- Kohn-Sham gap: 6.2 eV

```
! RIJCOSX wB97M-V def2-TZVPD def2/J DEFGRID3
* xyz 2 1
Sc 0.8380 -0.0633 -0.8419
Cl 0.0304 -0.1756 -3.0462
P 0.1201 0.1219 2.0744
P -0.0568 -2.6717 -0.8065
P -0.1023 2.4485 -0.9488
N 0.4518 -0.8883 4.6739
N -1.1482 0.9414 4.4793
N 1.2521 1.4052 4.2995
C -3.1034 -3.8617 -4.1541
C -2.3821 -4.8343 1.8863
C 3.7158 -3.4332 -2.2938
C -2.0420 4.4467 -1.6719
C -3.3233 -2.7522 -3.3275
C 3.4952 3.8498 -3.5626
C -0.1310 -4.7554 2.7504
C -0.6366 -3.7289 0.5990
C -0.0152 3.6283 0.4770
C 3.6627 2.9167 -2.5338
C -1.9449 -4.6236 -3.9787
C -3.2210 4.8746 -2.3011
C 2.4850 -2.8471 -1.9812
C 1.1879 5.0628 2.0268
C 0.0621 5.1452 2.8503
C -1.0125 -4.2841 -2.9847
C 1.2985 3.0449 -2.0057
C -1.9735 -4.1425 0.7405
C 2.5700 2.4961 -1.7648
C -2.3113 2.2736 -2.6884
C -0.0579 1.8834 4.7871
C -2.4085 -2.4256 -2.3261
C 1.5315 0.0942 4.9334
C 2.9870 -5.5071 -1.3035
C 0.2849 -4.0793 1.6010
C 2.2206 4.3702 -3.8222
C 1.4911 -3.5703 -1.2983
C 0.4082 -1.3019 3.2705
C -1.1608 3.7521 1.2816
C 1.7430 -4.9270 -1.0060
C -3.4701 2.7128 -3.3284
C -3.9486 4.0092 -3.1201
C -1.4708 -5.1297 2.9078
C -1.1120 4.4835 2.4677
C -1.2392 -3.1906 -2.1330
C 3.9871 -4.7566 -1.9323
C -1.5903 3.1174 -1.8184
C 1.1534 4.3170 0.8434
C 1.1253 3.9659 -3.0499
C 1.3202 1.3335 2.8390
C -1.3787 0.7622 3.0334
C -0.8441 -0.3406 5.1393
H -1.9379 1.2644 -2.8711
H 3.1730 -6.5517 -1.0438
H -0.3912 -2.0384 3.1103
H 4.6539 2.5098 -2.3220
H -1.6377 -1.0543 4.8923
H -2.1926 0.0355 2.8835
H 0.6038 -4.9899 3.5199
H -0.2789 2.8531 4.3328
H -4.0037 2.0374 -3.9959
H 2.2837 -1.8143 -2.3177
H 2.4609 -0.3080 4.5161
H 2.9533 -0.1632 -3.9574
H -0.7970 -0.1834 6.2280
H 1.3541 -1.7880 2.9973
H -1.4885 5.1625 -1.0564
H 1.1386 2.3272 2.3995
H -2.6970 -3.9384 -0.0544
H -4.8703 4.3395 -3.5968
H 1.6202 0.2386 6.0224
H 2.3325 1.0303 2.5363
H 0.0078 1.9670 5.8859
H -1.7963 -5.6651 3.8076
H -3.4192 -5.1599 1.9783
H -2.0077 4.5532 3.0860
H 1.3435 -3.8217 1.4890
H -4.2195 -2.1447 -3.4646
H 0.0842 5.7415 3.7699
H -0.1054 -4.8831 -2.8809
H -3.8241 -4.1236 -4.9317
H 2.0837 5.1016 -4.6234
H -1.7597 -5.4878 -4.6240
H 0.9708 -5.5354 -0.5257
H -1.6922 1.7167 2.5872
H 2.0358 4.2849 0.2017
H 4.3542 4.1787 -4.1598
H -2.5926 -1.5567 -1.6894
H -2.0994 3.2928 0.9648
H -3.5701 5.8957 -2.1464
H 2.7473 1.7804 -0.9383
H 4.9598 -5.2005 -2.1536
H 4.4631 -2.8411 -2.8281
H 2.1000 5.5897 2.3104
H 2.1874 -0.1783 -4.0071
H 0.1317 4.3608 -3.2620
*
```


No. 4
DFT (ωB97M-V/def2-TZVPD) results for a molecular structure, C42H44NO2PS2SiW.

Computed properties:
- Kohn-Sham gap (alpha / beta): 6.5 / 6.7 eV

```
! RIJCOSX wB97M-V def2-TZVPD def2/J DEFGRID3
* xyz 0 3
W 9.8259 10.7490 10.6072
S 9.8999 12.0157 8.7857
S 7.6757 10.5251 10.9636
P 11.4735 14.3032 10.3712
Si 10.9255 9.3225 12.9227
O 13.7896 12.5210 8.8940
O 14.0296 11.9569 11.0848
N 11.0445 9.0785 10.0130
C 10.0229 15.4711 6.2354
C 10.9555 15.4663 14.3442
C 9.2335 8.9812 13.7140
C 13.9475 12.7164 10.0966
C 9.6523 16.2538 7.3428
C 7.4549 9.7551 15.1775
C 13.5106 8.8328 16.8231
C 12.5795 10.2666 15.0617
C 9.3480 15.1399 12.0770
C 6.7730 8.5941 14.9380
C 10.6938 14.8297 11.9631
C 8.8230 15.6325 13.2710
C 8.2161 11.4620 8.3725
C 13.0930 15.1557 10.6136
C 14.1327 14.2057 10.5315
C 7.2893 7.6362 14.0714
C 11.0350 7.5928 7.9372
C 11.4608 8.4191 11.3323
C 12.4691 7.2660 8.2948
C 13.1355 7.7250 16.1043
C 15.4412 14.5334 10.9179
C 12.4847 7.8696 14.8793
C 12.3317 9.6390 9.2733
C 10.1741 16.0389 8.5983
C 14.7098 16.8190 11.4334
C 12.1321 9.1292 14.3610
C 5.7102 11.2905 9.1842
C 7.7761 11.5116 6.9156
C 10.9608 11.0799 12.2784
C 13.2693 10.1120 16.3276
C 13.2157 8.5466 8.6193
C 8.7516 9.9127 14.6675
C 9.6286 15.9013 14.3782
C 11.0480 14.5319 6.4139
C 10.3109 8.0632 9.1784
C 8.5453 7.7791 13.5010
C 7.2109 11.1581 9.3258
C 11.4752 14.9975 13.1687
C 13.4015 16.4578 11.1051
C 11.0532 14.9850 8.7434
C 15.6931 15.8207 11.3584
C 11.5640 14.2945 7.6378
H 12.5468 8.4405 11.3911
H 12.5690 17.1867 11.3024
H 8.6187 11.8033 6.2378
H 16.2145 13.7503 10.9267
H 11.3384 13.9842 5.5379
H 5.7462 8.4871 15.3650
H 9.3237 10.8393 14.8453
H 9.9274 16.6127 9.4740
H 12.0532 6.9281 14.4583
H 5.2384 10.3334 9.4061
H 7.3587 10.5927 6.5815
H 10.5067 6.6859 7.6627
H 8.6648 15.0676 11.1716
H 9.3530 8.5021 8.8178
H 8.9020 6.8971 12.8984
H 12.9215 10.2987 9.9660
H 12.3412 11.2690 14.6974
H 13.4901 10.9833 16.9264
H 12.5069 14.6850 13.1026
H 11.9180 10.2898 8.4640
H 9.5451 15.6174 5.2748
H 14.0539 8.3499 9.3098
H 10.5137 11.8355 12.9575
H 9.2414 16.4402 15.2548
H 13.7425 8.9565 7.7475
H 10.0281 7.2186 9.8084
H 8.9233 17.0553 7.1647
H 7.7560 15.8836 13.3382
H 13.9062 8.6900 17.8203
H 10.9470 8.2765 7.0928
H 7.0400 10.5064 15.8473
H 6.6138 6.8202 13.8662
H 6.9768 12.2533 6.8295
H 14.9584 17.8163 11.8193
H 5.3904 11.6331 8.1691
H 13.2036 6.7077 16.4885
H 12.9556 6.7258 7.4739
H 12.4435 13.6474 7.7780
H 11.5741 15.5088 15.2431
H 16.6767 16.0235 11.7644
H 11.9625 11.4236 12.0803
H 12.5132 6.5459 9.1372
H 5.3780 12.0730 9.9151
H 11.1172 7.3746 11.3420
*
```


- What is the formula in the second record?
  C42H44Br2N8OS2Ti